Record 1
Molecular formula: C19H20N8O3
Method: DFT, ωB97M-V with the def2-TZVPD basis set

Geometry as XYZ:
```
50
Properties=species:S:1:pos:R:3:forces:R:3
C 2.790282 5.640756 -1.680247 -0.1 -1.1 0.4
C 4.060679 4.806126 -1.525042 0.7 0.0 -1.2
O 4.174302 4.099290 -0.276536 -1.5 -0.7 0.3
C 3.379308 2.996006 -0.173353 -0.3 -1.7 -1.4
O 2.869156 2.409505 -1.153096 1.1 2.0 1.3
C 3.264163 2.429832 1.181122 0.8 1.3 1.6
C 4.122651 2.838965 2.272257 -0.8 -1.4 0.3
C 3.704548 2.164549 3.430712 -0.1 0.7 -2.2
N 2.572478 1.442485 3.095190 0.6 0.2 -0.3
N 1.861831 0.655534 3.924527 -1.3 -0.8 0.8
C 0.756468 0.128103 3.439332 2.0 2.0 -2.8
N 0.326026 0.267056 2.098714 0.7 -0.2 1.2
C 1.122123 0.912274 1.265092 -0.5 -0.2 -0.8
N 0.853895 0.975802 -0.109210 0.8 0.0 2.8
C -0.288766 0.616157 -0.767664 -2.0 -1.1 -0.7
C -0.717561 1.389316 -1.842268 -0.6 -0.3 -0.2
C -1.880623 1.034654 -2.547502 0.6 -0.1 0.9
O -2.311050 1.840101 -3.555956 0.0 -0.3 -0.5
C -2.605082 -0.082435 -2.164090 -0.1 -0.4 0.0
C -2.178720 -0.878800 -1.089507 0.2 1.0 -0.6
C -2.975703 -2.038181 -0.695290 -0.5 0.3 -1.1
N -4.300743 -2.244988 -1.070273 1.4 0.9 0.7
N -4.638096 -3.344586 -0.522620 0.5 -1.5 0.5
N -3.550627 -3.836328 0.106928 -0.2 1.5 -0.1
C -3.462884 -5.196677 0.557819 0.1 -2.0 0.1
C -3.334215 -6.038096 -0.713666 -0.1 -1.5 0.9
C -2.299627 -5.535078 1.540795 -0.4 1.1 -0.2
N -2.492172 -3.039830 -0.014295 -0.5 -0.6 0.4
C -1.008345 -0.531551 -0.424990 -0.1 -0.1 0.2
C 2.304469 1.587282 1.770262 -0.3 0.0 -1.8
H 2.719121 6.088876 -2.685343 0.2 -0.2 0.5
H 1.954419 4.928078 -1.542448 0.1 0.7 -0.1
H 2.779805 6.412442 -0.904256 -0.2 -0.1 -0.2
H 4.921413 5.469576 -1.559155 0.2 -0.1 0.2
H 4.184410 4.068734 -2.337270 -0.2 0.4 0.3
H 5.005880 3.457698 2.167316 -0.3 -0.1 0.1
H 4.171373 2.133737 4.379105 -0.1 -0.1 0.8
H 0.174871 -0.481938 4.080008 -0.4 -0.4 0.5
H 1.499870 1.456814 -0.699614 0.9 0.6 0.1
H -0.153384 2.260714 -2.105109 0.1 0.4 -0.3
H -2.923088 1.315076 -4.096379 0.1 0.4 0.2
H -3.491482 -0.363008 -2.730216 0.0 0.1 0.2
H -4.391752 -5.456688 1.064445 -0.2 0.3 -0.1
H -2.429980 -5.765559 -1.207689 0.8 0.2 -0.5
H -3.284060 -7.122541 -0.464084 0.1 0.7 -0.1
H -4.147232 -5.921563 -1.400399 -0.6 0.3 -0.3
H -2.407561 -4.894765 2.452223 0.3 -0.7 -0.6
H -2.324196 -6.610868 1.797025 -0.2 0.6 -0.1
H -1.339548 -5.325511 1.042475 -0.3 0.0 0.3
H -0.637045 -1.116547 0.392219 -0.1 -0.3 0.2
```
Positions in Å, forces in eV/Å.

## Properties
HOMO level   -8.165 eV
Multiplicity   1
Frontier orbital gap   0.3047 hartree
LUMO energy   0.127 eV
Molar mass   408.422 g/mol

Record 2
Molecular formula: C9H26INO2P
Method: DFT, ωB97M-V with the def2-TZVPD basis set

Geometry as XYZ:
```
40
Properties=species:S:1:pos:R:3:forces:R:3
C -1.295383 -2.798018 -4.543159 0.1 -0.5 -0.9
C -1.233432 -1.380934 -5.364537 0.0 0.3 0.1
C -1.152013 -0.036015 -4.430818 0.7 0.1 -2.9
P 0.245672 -0.114214 -3.083899 -0.3 0.2 1.1
I -3.111280 0.563168 -3.567238 0.7 -0.4 -0.4
H -1.827109 -3.580162 -5.270882 1.1 1.5 1.7
H -1.878640 -2.763856 -3.529086 1.2 0.1 -2.0
H -0.185473 -3.182655 -4.368059 -2.5 0.9 -0.1
H -0.240107 -1.412234 -6.016509 -2.1 0.2 1.4
H -2.138338 -1.265550 -6.105189 1.7 -0.4 1.4
H -0.839240 0.855042 -5.160871 -1.0 -1.7 1.4
H -0.369081 0.990858 -2.370383 -0.3 0.1 0.2
H 1.038569 0.869460 -3.794767 0.4 0.2 -0.4
H 0.901996 -1.169828 -3.815964 0.0 -0.5 -0.4
H -0.611328 -1.052552 -2.353464 -0.2 -0.4 0.1
H 1.260221 -0.278509 -2.041780 0.4 0.2 0.1
C 2.415428 1.640382 4.577239 0.2 -0.2 -0.4
O 2.379723 0.447926 3.805629 -0.2 0.1 0.6
C 1.461441 -0.526423 4.319760 -0.2 -0.3 -0.7
C 0.270020 -0.699929 3.364235 0.2 0.6 0.3
N -0.601051 0.478920 3.377214 0.3 0.0 0.1
C -1.604654 0.486177 2.310646 0.2 0.3 -0.2
C -1.093388 0.543405 0.856667 -0.4 0.3 -0.1
O -0.454142 1.776243 0.515308 0.1 -0.6 0.4
C 0.923522 1.840648 0.858083 -0.3 0.3 -0.3
H 3.238430 2.257773 4.207807 -0.1 -0.1 0.0
H 1.487107 2.203505 4.462126 -0.1 0.1 0.2
H 2.594015 1.419106 5.634000 -0.1 0.1 0.0
H 1.128626 -0.288568 5.339499 0.0 0.2 -0.2
H 2.006430 -1.475694 4.365570 0.0 0.0 0.0
H -0.311169 -1.578097 3.666274 0.0 0.0 0.0
H 0.671691 -0.880592 2.362247 0.1 -0.2 0.0
H -0.026629 1.316345 3.279243 -0.2 -0.4 0.0
H -2.234818 1.366581 2.480149 0.0 -0.1 -0.1
H -2.253838 -0.390667 2.428951 0.1 0.0 0.0
H -1.971567 0.476601 0.203756 0.2 0.0 0.0
H -0.461451 -0.311674 0.593955 0.1 0.1 0.0
H 1.415678 0.865288 0.798677 -0.1 0.0 0.0
H 1.039089 2.272035 1.855932 0.2 -0.1 0.1
H 1.416472 2.516705 0.153644 -0.1 -0.1 0.0
```
Positions in Å, forces in eV/Å.

## Properties
HOMO level   -3.335 eV
Multiplicity   1
Charge   -1
Frontier orbital gap   0.2244 hartree
LUMO energy   2.771 eV
Molar mass   338.190 g/mol